A molecular structure, C17H19N5O2Ru in a non-equilibrium geometry. Source: the OMol25 dataset; level of theory: wB97M-V/def2-TZVPD.

Results
energy relative to the best compared isomer or geometry (same formula, charge and spin): 0.0 kJ/mol
maximum force: 0.134 hartree/bohr
multiplicity: 5
net charge: +4
molecular weight: 426.44 g/mol
E_HOMO (alpha / beta): -0.7403 / -0.8069 Eh
gap between HOMO and LUMO (alpha / beta): 6.90 / 4.57 eV
DFT total energy: -32015.9391 eV

CARTESIAN COORDINATES (ANGSTROEM)
H1 -0.40 5.02 0.05
H2 -2.18 -1.12 2.50
H3 2.59 -0.18 -3.22
H4 -4.17 -2.82 -0.89
C1 4.36 -2.85 -0.60
H5 5.00 -2.37 -1.38
N1 0.48 2.00 0.10
H6 -1.53 2.58 4.40
Ru1 0.56 -0.36 0.68
C2 0.55 3.15 0.15
C3 -0.68 -1.25 -2.98
H7 0.16 2.44 2.52
C4 -3.94 -2.41 0.12
C5 0.61 4.57 0.12
C6 -2.67 -1.78 0.14
H8 1.21 4.93 -0.75
C7 -1.30 -0.02 -2.86
H9 4.97 -2.93 0.33
O1 2.73 0.74 2.36
N2 2.22 -1.45 -0.24
H10 -1.25 -2.18 -3.01
C8 0.75 -1.32 -3.11
C9 -1.83 -0.14 2.78
H11 -2.38 0.06 -2.79
H12 1.09 4.96 1.05
C10 0.40 -1.92 1.64
C11 1.50 -0.16 -3.11
C12 0.86 1.12 -2.98
H13 4.11 -3.87 -0.94
N3 -1.64 -1.26 0.09
C13 -0.52 1.19 -2.86
C14 3.19 -2.08 -0.36
H14 1.22 -2.30 -3.23
H15 -4.75 -1.70 0.39
C15 -0.58 1.69 2.72
H16 1.47 2.02 -3.01
C16 1.91 0.40 1.63
C17 -2.25 0.65 3.77
O2 0.43 -2.80 2.36
H17 -1.04 2.14 -2.79
H18 -3.01 0.46 4.50
N4 -0.82 0.58 2.12
H19 -3.98 -3.26 0.84
N5 -1.46 1.81 3.74

---

3 unconnected molecules or ions with the total composition C5H10O. Source: the OMol25 dataset; level of theory: wB97M-V/def2-TZVPD.

Results
energy relative to the best compared isomer or geometry (same formula, charge and spin): 503.0 kJ/mol
maximum force: 0.007 hartree/bohr
molecular weight: 86.13 g/mol
E_HOMO: -0.3376 Eh
gap between HOMO and LUMO: 9.59 eV
DFT total energy: -7389.5521 eV

CARTESIAN COORDINATES (ANGSTROEM)
C1 -0.65 -0.27 -0.03
H1 0.09 0.35 -2.03
H2 1.53 -0.42 -1.34
H3 -1.70 -1.74 0.67
C2 0.83 1.41 -0.22
H4 -1.06 -2.04 1.22
H5 0.35 -2.18 -0.18
C3 0.28 -1.28 0.43
O1 -1.78 -0.75 -0.42
H6 -1.31 1.76 0.15
C4 0.65 0.18 -1.11
H7 1.71 1.32 0.42
H8 -0.47 1.23 1.62
H9 0.90 2.36 -0.75
C5 -0.49 1.16 0.53
H10 1.13 -1.06 1.08

---

A gas-phase ion, C29H48ClN3O4P (charge +1) in a non-equilibrium geometry. Source: the OMol25 dataset; level of theory: wB97M-V/def2-TZVPD.

Results
energy relative to the best compared isomer or geometry (same formula, charge and spin): 0.0 kJ/mol
SMILES: [H]/N=C(/C)C[C@H]1C[N@@H+](C[C@@H](C)Cl)[C@](Cc2ccccc2)(P(N)O)[C@H](C[C@H]2CO2)[C@H]1CCCCCCOC(C)=O
maximum force: 0.042 hartree/bohr
net charge: +1
molecular weight: 569.15 g/mol
E_HOMO: -0.4296 Eh
gap between HOMO and LUMO: 9.40 eV
DFT total energy: -65317.1027 eV

CARTESIAN COORDINATES (ANGSTROEM)
C1 -4.98 -3.50 -1.21
H1 1.07 3.42 -1.23
H2 -5.96 -3.97 -1.18
C2 -1.10 1.02 1.30
C3 -1.33 -2.76 3.17
H3 -0.25 1.37 -3.00
H4 -1.00 2.93 -2.96
N1 -0.77 -1.39 1.13
H5 -2.50 -0.39 0.41
H6 1.72 1.20 1.97
O1 4.16 3.03 -1.72
H7 -2.36 -0.49 2.16
H8 0.92 -4.87 -1.04
H9 0.74 -3.89 -2.33
H10 -1.83 3.07 1.26
H11 -3.12 1.89 1.18
H12 3.04 2.60 -3.97
H13 -0.84 -3.54 1.21
C4 -0.11 -1.38 -0.24
H14 3.04 -1.64 1.83
C5 -0.36 2.26 -2.38
H15 -0.90 -4.82 3.59
C6 -1.15 2.76 3.90
C7 -1.80 -0.32 1.24
C8 2.03 0.23 -0.01
C9 1.02 2.90 -2.18
H16 4.78 4.45 -3.09
C10 -2.33 2.24 3.13
C11 -0.28 1.26 0.03
C12 -1.33 -2.68 1.66
P1 1.31 -2.67 -0.53
H17 2.60 -0.70 3.38
H18 4.82 0.77 -0.49
C13 -4.86 -2.15 -1.48
C14 -3.61 -1.57 -1.52
C15 5.17 2.20 -2.07
H19 3.09 4.20 -4.66
C16 2.30 0.42 1.47
H20 -3.91 -5.31 -0.78
H21 0.45 2.02 0.31
H22 -2.37 -2.73 1.35
H23 6.01 2.01 -0.11
C17 3.85 4.07 -2.66
C18 -1.14 -1.53 -1.41
H24 2.75 -0.49 -0.39
H25 -0.59 -1.86 -2.29
H26 -5.74 -1.56 -1.67
H27 -1.49 3.30 4.78
H28 -0.54 3.44 3.30
N2 -3.39 1.96 3.76
H29 -1.95 1.25 -1.38
C19 2.69 -0.74 2.31
C20 0.57 0.03 -0.45
H30 1.76 2.10 -2.20
C21 -2.59 -3.66 -1.04
C22 2.87 3.66 -3.74
H31 2.32 1.19 -0.44
H32 1.79 -4.21 0.96
H33 -0.50 1.94 4.22
H34 -1.73 -4.27 -0.88
N3 0.55 -3.98 -1.34
H35 -0.03 -1.11 1.80
C23 5.63 1.37 -0.90
H36 -2.17 -4.16 4.60
H37 -0.45 0.97 2.18
O2 5.62 2.15 -3.18
H38 -2.03 -2.05 3.60
H39 3.41 4.86 -2.04
C24 -2.15 2.10 1.63
Cl1 0.28 -2.38 3.84
C25 1.41 3.84 -3.34
O3 3.63 0.32 1.86
H40 0.58 0.10 -1.53
H41 -3.55 -0.51 -1.75
H42 -4.11 1.63 3.12
O4 1.43 -3.32 0.98
H43 1.25 4.88 -3.06
C26 -3.84 -4.25 -0.99
C27 -2.45 -2.30 -1.29
C28 -1.77 -4.16 3.59
C29 -1.12 1.89 -1.10
H44 6.43 0.72 -1.25
H45 -1.44 -0.51 -1.66
H46 -1.59 2.81 -0.74
H47 0.80 3.59 -4.21
H48 -2.48 -4.57 2.87

---

A molecular structure, C17H17N4O4Pt in a non-equilibrium geometry. Source: the OMol25 dataset; level of theory: wB97M-V/def2-TZVPD.

Results
energy relative to the best compared isomer or geometry (same formula, charge and spin): 49.1 kJ/mol
maximum force: 0.021 hartree/bohr
net charge: -1
molecular weight: 536.43 g/mol
E_HOMO: -0.1465 Eh
gap between HOMO and LUMO: 6.98 eV
DFT total energy: -35305.0222 eV

CARTESIAN COORDINATES (ANGSTROEM)
N1 0.16 -0.21 -1.95
C1 1.87 -1.00 -3.46
C2 -0.17 -4.28 -0.26
H1 -1.18 -4.63 -0.03
H2 2.62 -0.28 -3.14
H3 -0.35 -3.99 5.51
C3 -0.23 -2.91 -0.86
H4 1.10 -2.99 5.56
O1 -1.91 0.00 1.47
H5 1.41 5.28 -4.64
H6 2.36 -1.94 -3.72
H7 1.05 2.91 -3.99
N2 -0.49 -2.12 4.54
C4 -1.95 -0.44 3.76
C5 0.70 3.72 -3.36
H8 1.44 -3.27 -2.12
C6 0.04 -2.31 3.23
C7 0.44 6.06 -2.88
O2 -0.90 1.79 -0.71
H9 -0.31 -2.55 6.56
H10 0.38 -4.20 0.68
H11 -0.57 6.54 -1.05
C8 -1.41 -0.66 2.44
C9 -0.16 1.98 -1.76
H12 -1.79 -1.10 5.79
O3 0.89 -3.19 3.11
H13 0.33 -5.00 -0.92
C10 0.05 3.40 -2.17
C11 -1.46 -1.19 4.76
C12 -0.21 5.75 -1.70
C13 0.72 -2.52 -1.80
Pt1 -0.95 -0.20 -0.35
H14 -0.92 4.15 -0.43
C14 0.86 -1.22 -2.37
C15 -0.41 4.42 -1.35
H15 1.39 -0.58 -4.35
H16 -2.72 0.30 3.93
H17 0.60 7.10 -3.16
C16 0.01 -2.96 5.61
C17 0.90 5.04 -3.71
N3 -0.42 -1.53 2.24
O4 -1.20 -2.18 -0.43
N4 0.40 1.05 -2.49

---

A molecular structure, C32H55MgN4OP2 in a non-equilibrium geometry. Source: the OMol25 dataset; level of theory: wB97M-V/def2-TZVPD.

Results
energy relative to the best compared isomer or geometry (same formula, charge and spin): 0.0 kJ/mol
maximum force: 0.070 hartree/bohr
net charge: +1
molecular weight: 598.07 g/mol
E_HOMO: -0.3168 Eh
gap between HOMO and LUMO: 6.44 eV
DFT total energy: -66103.8204 eV

CARTESIAN COORDINATES (ANGSTROEM)
C1 -5.08 0.52 1.42
C2 2.61 2.14 -2.65
C3 -2.67 0.93 3.96
H1 2.65 0.83 2.10
H2 1.94 2.15 -3.52
C4 3.96 0.39 -3.82
H3 -3.15 -0.94 -1.04
H4 3.49 3.37 2.43
C5 1.97 3.81 0.89
H5 -3.66 0.45 3.90
C6 2.60 -2.72 -0.39
C7 -2.17 -3.90 -1.11
H6 0.26 -1.30 -3.40
N1 -0.70 -1.77 -0.54
C8 -4.01 -0.43 -0.60
H7 -5.96 -0.10 1.17
H8 2.06 -4.21 -2.61
H9 -2.77 -2.08 1.20
C9 -3.83 -0.20 0.90
C10 2.66 -2.28 -1.87
H10 5.06 1.71 -1.64
H11 3.89 1.17 -0.41
H12 4.82 -1.84 -1.83
C11 -3.61 -3.68 -1.56
P1 -2.20 0.82 1.18
H13 -2.65 1.53 4.89
C12 -1.81 2.43 -3.83
H14 -0.39 -4.87 -1.90
H15 4.38 -3.51 -2.22
H16 -2.22 3.01 -4.65
H17 4.73 -0.37 -3.70
H18 -1.09 3.08 4.03
O1 0.44 -1.10 3.31
H19 4.45 1.29 -4.23
H20 -1.91 0.15 4.06
H21 -0.54 1.17 -5.09
H22 -2.61 -4.25 1.00
H23 0.70 -3.11 -2.32
H24 -5.08 0.66 2.50
H25 -0.77 3.29 2.30
C13 1.73 -3.16 -2.70
C14 4.36 0.90 -1.37
C15 -1.01 2.55 3.07
C16 -2.20 2.67 -2.53
H26 3.38 2.91 -2.80
H27 4.94 -0.01 -1.22
C17 -2.12 -4.76 0.16
N2 1.15 2.96 0.23
H28 -3.46 -1.42 2.70
C18 2.30 1.71 1.59
C19 -1.41 -4.62 -2.23
C20 -3.63 -1.54 1.62
P2 2.02 -0.48 -1.91
H29 3.19 -2.06 0.26
H30 -3.63 -3.05 -2.46
H31 1.27 -0.12 -4.23
H32 1.97 4.87 0.70
C21 2.73 3.04 1.75
N3 -0.68 0.98 -1.75
H33 -2.95 3.42 -2.27
H34 -5.22 1.48 0.91
H35 -4.16 0.52 -1.14
C22 0.26 -0.72 2.24
H36 2.03 2.40 -1.76
C23 -0.87 1.42 -4.08
H37 4.17 -2.26 -3.46
H38 -3.42 3.54 3.61
C24 3.31 0.77 -2.48
C25 -0.30 0.75 -3.01
Mg1 0.15 0.02 0.00
H39 1.74 -2.90 -3.76
H40 -1.07 -4.96 0.43
C26 0.77 -0.33 -3.28
C27 -3.41 2.98 2.66
C28 -2.36 1.87 2.78
H41 -3.14 3.69 1.87
H42 -1.37 -3.99 -3.13
H43 -0.19 1.82 3.13
H44 -1.89 -5.57 -2.49
H45 -2.62 -5.72 0.00
C29 -1.69 1.87 -1.47
H46 0.38 3.22 -0.39
H47 3.02 -3.74 -0.30
H48 -4.09 -4.64 -1.79
H49 -4.42 2.62 2.48
H50 -4.19 -3.19 -0.77
H51 -4.52 -2.16 1.48
N4 1.31 1.65 0.66
H52 -4.90 -1.05 -0.77
C30 4.10 -2.45 -2.38
H53 -2.89 2.85 -0.03
C31 -2.24 1.97 -0.15
C32 -1.50 -2.57 -0.82
H54 1.57 -2.75 -0.01
H55 3.23 0.05 -4.56

---

Please write out number 2 again, unchanged.
3 unconnected molecules or ions with the total composition C5H10O. Source: the OMol25 dataset; level of theory: wB97M-V/def2-TZVPD.

Results
energy relative to the best compared isomer or geometry (same formula, charge and spin): 503.0 kJ/mol
maximum force: 0.007 hartree/bohr
molecular weight: 86.13 g/mol
E_HOMO: -0.3376 Eh
gap between HOMO and LUMO: 9.59 eV
DFT total energy: -7389.5521 eV

CARTESIAN COORDINATES (ANGSTROEM)
C1 -0.65 -0.27 -0.03
H1 0.09 0.35 -2.03
H2 1.53 -0.42 -1.34
H3 -1.70 -1.74 0.67
C2 0.83 1.41 -0.22
H4 -1.06 -2.04 1.22
H5 0.35 -2.18 -0.18
C3 0.28 -1.28 0.43
O1 -1.78 -0.75 -0.42
H6 -1.31 1.76 0.15
C4 0.65 0.18 -1.11
H7 1.71 1.32 0.42
H8 -0.47 1.23 1.62
H9 0.90 2.36 -0.75
C5 -0.49 1.16 0.53
H10 1.13 -1.06 1.08